Molecular formula: C19H21LaN5O6S2
Method: DFT, ωB97M-V/def2-TZVPD

Last column: Löwdin charge in e.
Element x y z (Å)
La  0.16148  -0.64969  -0.10796  1.964
C  3.27406  0.99406  3.54461  -0.007
C  2.17687  0.67356  2.57641  -0.232
N  2.35898  0.04248  1.47563  0.011
N  3.64385  -0.36448  1.20299  -0.006
C  3.94700  -0.98373  0.03851  -0.829
N  5.23067  -1.32947  -0.09593  0.115
S  2.87105  -1.27330  -1.22885  0.632
C  0.77531  1.08443  2.89234  -0.234
C  0.37656  1.27868  4.20359  0.015
C  -0.94776  1.60705  4.46126  -0.013
C  -1.82096  1.75703  3.40390  -0.017
C  -1.33220  1.54672  2.12261  -0.119
N  -0.07334  1.21168  1.86490  0.004
H  4.14039  1.41338  3.02770  0.095
H  2.96002  1.73544  4.27115  0.085
H  3.59081  0.10032  4.09040  0.112
H  4.34423  -0.25334  1.91988  0.133
H  5.91137  -1.19579  0.63315  0.121
H  5.51164  -1.80844  -0.93413  0.108
H  1.06997  1.14508  5.02026  0.118
H  -1.28637  1.73685  5.48006  0.125
H  -2.86062  2.00980  3.55182  0.121
H  -1.98675  1.64860  1.26213  0.122
O  -5.53800  -3.85375  0.02581  0.101
C  -4.36169  -3.19899  0.04895  -0.266
C  -3.73655  -2.82794  1.24165  0.083
C  -2.52966  -2.16948  1.14426  -0.174
N  -1.99425  -1.86792  -0.03478  -0.014
C  -2.55793  -2.26780  -1.17290  -0.160
C  -3.76247  -2.93422  -1.18482  0.097
C  -1.70302  -2.01562  -2.41896  -0.602
O  -2.18708  -2.10517  -3.52139  0.091
O  -0.47497  -1.70451  -2.09348  -0.305
C  -1.63602  -1.83859  2.33979  -0.605
O  -2.10232  -1.77987  3.45723  0.080
O  -0.40917  -1.64890  1.96140  -0.251
H  -5.85113  -4.00395  0.92686  0.123
H  -4.14315  -3.06493  2.21634  0.136
H  -4.21495  -3.26663  -2.10759  0.142
O  -0.25876  1.20582  -1.59180  -0.733
S  -0.72175  1.14149  -3.06559  1.017
C  -0.68662  2.85307  -3.61016  -0.309
C  0.71427  3.11631  -4.15305  -0.221
C  1.06085  1.85984  -4.94685  -0.215
C  0.73663  0.68253  -4.02704  -0.293
H  -1.00531  3.44772  -2.75518  0.100
H  -1.44354  2.94197  -4.39276  0.102
H  1.41415  3.24839  -3.32497  0.119
H  0.73935  4.02305  -4.75538  0.120
H  2.10610  1.82171  -5.25116  0.121
H  0.45975  1.81106  -5.85715  0.121
H  1.51505  0.54431  -3.27318  0.068
H  0.53595  -0.27593  -4.50050  0.102

Results
- HOMO: -11.72 eV
- Gap between HOMO and LUMO: 8.363 eV
- Total charge: +1
- Energy relative to the best compared isomer or geometry (same formula, charge and spin): 0.1112 eV

Molecular formula: C19H21N13RuSSbSe4
Method: DFT, ωB97M-V/def2-TZVPD

Last column: Löwdin spin population.
Element x y z (Å)
Ru  -0.47169  -0.24617  0.10375  0.015
C  0.76091  0.56803  5.07855  0.000
N  1.65421  0.31353  3.98565  0.000
C  2.99301  0.54683  3.94195  0.000
C  3.47401  0.10933  2.75715  0.000
N  2.41491  -0.43047  2.02735  0.000
C  1.28871  -0.27887  2.80485  0.001
S  -0.29569  -0.74407  2.47335  0.003
C  2.54191  -1.00247  0.78215  0.000
C  3.81361  -1.42607  0.35735  0.000
C  3.99971  -1.96827  -0.88235  0.000
C  2.87521  -2.10867  -1.72195  0.001
C  1.66301  -1.71877  -1.23835  0.008
N  1.43431  -1.17477  -0.02485  0.001
H  1.31971  0.99683  5.90695  0.000
H  0.28841  -0.36007  5.40865  0.000
H  -0.03029  1.25983  4.77925  0.000
H  3.51301  1.00183  4.75895  0.000
H  4.46981  0.18333  2.37395  0.000
H  4.63801  -1.36517  1.04875  0.000
H  4.97161  -2.30567  -1.19965  0.000
H  2.95491  -2.53227  -2.70925  0.001
H  0.78981  -1.82747  -1.87215  0.011
N  -1.88659  -1.34977  -2.90355  0.002
C  -0.93499  -0.38127  -3.07775  0.000
N  -0.52579  -0.16857  -4.31645  0.000
C  0.45891  0.74533  -4.45875  0.000
N  0.91641  0.91843  -5.71285  0.000
N  0.98851  1.45093  -3.48075  -0.001
C  0.54581  1.17373  -2.23745  0.000
N  -0.42189  0.21203  -1.99685  0.001
C  1.03501  1.87883  -1.12465  0.000
C  2.00811  2.90063  -1.23825  0.000
C  2.39781  3.59683  -0.13535  0.000
C  1.78841  3.30103  1.10515  0.000
C  0.85591  2.29243  1.15485  0.000
N  0.49961  1.56303  0.10515  0.000
H  -2.33199  -1.66217  -3.75985  -0.001
H  -2.54219  -1.20857  -2.14005  0.001
H  0.43751  0.45163  -6.46205  0.000
H  1.54551  1.67553  -5.90575  0.000
H  2.40741  3.09023  -2.21945  0.000
H  3.15151  4.36753  -0.19815  0.000
H  2.03491  3.85133  1.99845  0.000
H  0.34971  2.05753  2.08785  0.000
Se  -2.88059  -4.76967  -3.05145  0.103
Sb  -0.89579  -4.15297  -1.74525  0.152
Se  -3.64419  -2.56597  0.00005  0.070
Se  -1.46279  -2.29847  0.12125  0.082
Se  -0.42999  -6.05917  -0.25985  0.543
N  -5.66919  -0.59427  1.94865  0.003
C  -5.68459  0.47583  1.13365  0.000
N  -6.87219  1.06983  0.90395  0.000
N  -4.63419  1.06443  0.63245  0.000
C  -3.41309  0.74213  0.53075  0.000
N  -2.27829  0.66523  0.26955  0.000
H  -6.52849  -1.09027  2.12255  0.000
H  -4.82369  -1.14327  2.03645  0.003
H  -7.72819  0.57633  1.08495  0.000
H  -6.89329  1.83313  0.24855  0.000

Results
- HOMO (spin up / spin down): -5.30 / -5.31 eV
- Gap between HOMO and LUMO (spin up / spin down): 3.890 / 3.894 eV
- 2S+1: 2
- Total charge: 0
- Energy relative to the best compared isomer or geometry (same formula, charge and spin): 0.0000 eV

Molecular formula: C19H21N3O3
Method: DFT, ωB97M-V/def2-TZVPD

Last column: Löwdin charge in e.
Element x y z (Å)
C  0.55708  -2.84642  -2.19982  -0.052
C  0.36694  -2.50106  -0.73073  -0.248
O  1.01220  -1.26334  -0.49953  -0.092
C  0.99409  -0.72034  0.76123  -0.195
C  0.32608  -1.30758  1.82880  -0.019
C  0.29190  -0.71069  3.07622  -0.089
C  0.94002  0.48988  3.28222  -0.090
C  1.62022  1.07883  2.23520  -0.010
C  1.66164  0.49987  0.97238  -0.206
O  2.27945  1.27578  0.02480  -0.066
C  2.94277  0.74438  -1.11381  -0.165
C  2.81620  1.77553  -2.24318  -0.148
C  1.65341  1.50017  -3.20461  -0.091
C  0.35310  1.05922  -2.56187  -0.449
O  -0.32954  0.17370  -3.04211  0.054
N  -0.01379  1.75031  -1.44939  0.202
C  -0.97522  1.32777  -0.55628  -0.348
N  -1.14893  1.88006  0.61110  0.193
C  -2.11224  1.11539  1.22138  -0.237
C  -2.66658  1.21254  2.49056  -0.026
C  -3.60715  0.27028  2.85320  -0.104
C  -4.00137  -0.74744  1.98440  -0.106
C  -3.46619  -0.86151  0.71543  -0.032
C  -2.51964  0.07726  0.34739  -0.198
N  -1.77846  0.25500  -0.79468  0.196
H  0.01775  -3.75910  -2.43614  0.078
H  0.18200  -2.03523  -2.81871  0.054
H  1.61224  -2.99131  -2.41775  0.080
H  -0.70262  -2.41706  -0.49539  0.114
H  0.80750  -3.27922  -0.09187  0.128
H  -0.20085  -2.23713  1.68589  0.107
H  -0.25431  -1.18782  3.87497  0.106
H  0.91640  0.96966  4.24782  0.103
H  2.12382  2.02397  2.36169  0.121
H  4.00040  0.60120  -0.85081  0.131
H  2.52615  -0.21552  -1.41757  0.118
H  3.73768  1.78639  -2.82677  0.114
H  2.71474  2.75858  -1.77840  0.116
H  1.92939  0.70555  -3.90085  0.126
H  1.44837  2.39688  -3.79602  0.127
H  0.61367  2.43835  -1.05416  0.151
H  -2.35684  1.99610  3.16239  0.110
H  -4.05271  0.31625  3.83613  0.096
H  -4.74051  -1.46334  2.31264  0.096
H  -3.77043  -1.64977  0.04243  0.106
H  -1.74783  -0.28503  -1.64782  0.142

Results
- HOMO: -7.77 eV
- Gap between HOMO and LUMO: 8.529 eV
- Structure (SMILES): CCOc1ccccc1OCCCC(=O)Nc1nc2ccccc2[nH]1
- Total charge: 0
- Energy relative to the best compared isomer or geometry (same formula, charge and spin): 1.2752 eV

Molecular formula: C19H21N3O3S
Method: DFT, ωB97M-V/def2-TZVPD

Last column: Löwdin charge in e.
Element x y z (Å)
C  6.22544  -2.19326  -0.90743  -0.110
C  5.35811  -2.72668  -2.04162  -0.265
C  3.93219  -2.17895  -2.01316  -0.186
C  3.14490  -2.64667  -0.78600  -0.132
N  1.76631  -2.23223  -0.85461  0.021
C  1.27321  -1.14098  -0.21034  -0.394
O  1.88555  -0.39871  0.53869  -0.001
C  -0.16503  -1.01669  -0.57222  -0.072
C  -0.86534  0.00236  -0.02984  -0.301
S  -0.08080  1.11796  1.04430  1.146
C  -1.65891  1.96765  1.19612  -0.540
N  -1.75550  3.03306  1.97266  -0.095
C  -0.62296  3.59348  2.68030  -0.149
C  -1.13779  4.46454  3.82270  -0.183
O  -1.93415  5.53990  3.37120  -0.126
C  -2.69618  5.24731  2.21347  -0.176
C  -3.00649  3.76115  2.07878  -0.110
N  -2.64356  1.47988  0.52109  0.127
C  -2.32249  0.37809  -0.20742  -0.480
O  -3.08659  -0.23768  -0.91090  0.089
C  -0.43929  -2.10804  -1.47435  -0.087
C  -1.57836  -2.52363  -2.14493  0.006
C  -1.49487  -3.64805  -2.95318  -0.081
C  -0.30477  -4.34505  -3.09041  -0.080
C  0.84781  -3.94202  -2.42593  -0.015
C  0.76996  -2.82368  -1.62313  -0.149
H  6.21632  -1.10586  -0.90199  0.076
H  5.87051  -2.54503  0.05750  0.066
H  7.25303  -2.52696  -1.03157  0.069
H  5.81265  -2.45024  -2.99550  0.105
H  5.32782  -3.81802  -1.99516  0.106
H  3.40446  -2.50438  -2.91324  0.109
H  3.95791  -1.08726  -2.01828  0.120
H  3.55769  -2.20024  0.12141  0.123
H  3.18386  -3.73703  -0.70044  0.133
H  -0.01198  4.19748  1.99774  0.138
H  0.00107  2.78729  3.07389  0.107
H  -1.71025  3.84037  4.52496  0.130
H  -0.30063  4.91237  4.36301  0.131
H  -3.62045  5.82451  2.29568  0.129
H  -2.15169  5.58653  1.31989  0.130
H  -3.59693  3.55847  1.18447  0.126
H  -3.56888  3.41224  2.95226  0.138
H  -2.50117  -1.97918  -2.03308  0.095
H  -2.37244  -3.98540  -3.48314  0.101
H  -0.26643  -5.21829  -3.72473  0.102
H  1.76847  -4.49325  -2.53922  0.107

Results
- HOMO: -8.17 eV
- Gap between HOMO and LUMO: 7.446 eV
- Structure (SMILES): CCCCN1C(=O)/C(=C2\SC(N3CCOCC3)=NC2=O)c2ccccc21
- Total charge: 0
- Energy relative to the best compared isomer or geometry (same formula, charge and spin): 1.9089 eV

Molecular formula: C19H21N3O4S
Method: DFT, ωB97M-V/def2-TZVPD

Last column: Löwdin charge in e.
Element x y z (Å)
C  6.45009  1.02290  -1.84401  -0.110
C  5.38031  0.23597  -1.34822  -0.364
H  5.71296  -0.68475  -1.15930  0.081
H  4.47141  0.15916  -2.10170  0.166
C  4.71129  0.68300  -0.19461  -0.353
C  3.71817  -0.20489  0.65449  -0.468
N  3.92011  -0.84343  1.87959  0.020
N  3.04345  -1.54759  1.97045  -0.114
C  2.02984  -1.60352  1.16182  -0.528
N  1.03023  -2.48717  1.44341  0.126
C  -0.09206  -2.32722  0.57078  -0.297
O  -0.16055  -1.79820  -0.57588  0.001
C  -1.10845  -3.68596  0.86657  -0.045
O  -2.20837  -3.38390  0.14769  -0.032
C  -2.96029  -2.34062  -0.11979  -0.282
C  -2.86744  -1.24532  0.94371  0.081
C  -3.57839  -0.26327  0.68069  -0.379
C  -4.63765  -0.13634  -0.28844  -0.060
C  -4.63491  -1.11746  -1.23503  -0.026
C  -3.96712  -2.27328  -0.87067  -0.062
H  -4.08579  -3.20265  -1.69595  0.194
H  -5.60570  -1.14505  -1.79147  0.127
C  -5.40448  1.22520  -0.44565  -0.099
C  -5.22342  2.19074  0.51514  -0.051
C  -4.14516  2.26862  1.12799  -0.246
O  -3.81336  3.00684  2.14007  0.048
O  -3.39374  0.75825  1.45416  0.063
H  -5.68676  3.22078  0.25961  0.182
C  -6.53800  1.15313  -1.43957  -0.046
H  -5.98621  1.02100  -2.46824  0.125
H  -6.94885  2.26314  -1.56349  0.125
H  -7.22833  0.37774  -1.52848  0.053
H  -2.02328  -1.10916  1.61686  0.139
H  -1.45138  -3.43403  1.99667  0.163
H  -0.77356  -4.59103  0.91548  0.058
H  1.04689  -2.78597  2.33910  0.105
S  2.27096  -0.58836  -0.30718  1.154
H  5.51746  1.04356  0.91559  0.218
C  3.93608  2.23100  -0.26604  -0.158
C  3.35503  2.94272  1.11419  -0.058
H  2.84648  2.08367  1.68821  0.080
H  4.16931  3.06792  1.92782  0.094
H  2.87708  3.71903  0.85112  -0.034
H  3.05344  1.86655  -0.91698  0.074
H  4.52535  2.94167  -0.85507  0.075
H  7.35577  1.04575  -1.20981  0.098
H  6.18129  1.91211  -2.19155  0.019
H  6.92023  0.35873  -2.76408  0.145

Results
- HOMO: -8.34 eV
- Gap between HOMO and LUMO: 7.256 eV
- Total charge: 0
- Energy relative to the best compared isomer or geometry (same formula, charge and spin): 17.9863 eV